[1]
Here is a structure of composition C29H46P2Tm from the Open Molecules 2025 dataset. Energies are from the ωB97M-V functional and the def2-TZVPD basis.

- E_LUMO (alpha / beta) (eV) = -3.36 / -3.34
- energy relative to the best compared isomer or geometry (same formula, charge and spin) (kJ/mol) = 86.75
- multiplicity = 3
- electronic energy (eV) = -78917.140
- charge = +1
- orbital gap (alpha / beta) (eV) = 6.309 / 6.343
- expectation value of S² = 2.0030

Last column: Löwdin charge in e.
Cartesian coordinates (Å):
Tm: 0.03 1.69 -0.40  1.1038
C: 0.31 1.73 2.22  -0.3100
C: 1.59 2.06 1.66  -0.3389
C: 0.14 3.81 1.21  -0.2827
C: -0.56 2.84 2.00  -0.2821
C: 1.48 3.35 1.03  -0.3060
C: -0.07 0.55 3.03  -0.0384
H: -0.92 0.00 2.60  0.0705
H: -0.38 0.86 4.04  0.0946
H: 0.77 -0.16 3.13  0.0586
C: -1.88 3.02 2.63  -0.0165
H: -1.83 2.81 3.71  0.0939
H: -2.63 2.34 2.20  0.0569
H: -2.26 4.04 2.48  0.0836
C: -0.45 5.08 0.71  -0.0273
H: -1.11 5.52 1.47  0.0849
H: -1.05 4.94 -0.19  0.0709
H: 0.34 5.81 0.48  0.0793
C: 2.59 4.08 0.37  -0.0364
H: 3.49 4.10 1.01  0.0889
H: 2.30 5.11 0.16  0.0801
H: 2.88 3.61 -0.58  0.0644
C: 2.87 1.31 1.80  -0.0750
H: 3.66 1.96 2.20  0.0916
H: 3.23 0.92 0.84  0.0330
H: 2.75 0.45 2.48  0.0728
C: 0.79 -5.01 1.70  -0.0901
C: 1.44 -5.78 0.82  -0.0912
C: 1.77 -5.39 -0.59  -0.1607
C: 0.66 -4.57 -1.29  -0.1831
C: 1.04 -3.09 -1.48  -0.3849
C: 1.92 -2.49 -0.38  -0.2944
C: 1.63 -2.67 1.09  -0.2077
C: 0.43 -3.56 1.48  -0.1765
H: 1.92 -6.31 -1.17  0.1215
H: -0.29 -4.69 -0.77  0.0882
H: 2.72 -4.84 -0.63  0.1193
H: -0.40 -3.42 0.78  0.0854
H: 0.49 -5.40 2.67  0.1124
H: 1.79 -6.78 1.11  0.1130
H: 0.05 -3.18 2.45  0.1198
H: 2.54 -3.05 1.58  0.1367
H: 2.99 -2.58 -0.61  0.1142
H: 1.46 -1.69 1.57  0.0692
H: 0.49 -5.00 -2.29  0.1232
H: 1.63 -3.05 -2.41  0.1242
P: -0.37 -1.97 -1.94  0.9146
C: -1.93 -2.53 -1.27  -0.1321
C: -0.52 -1.99 -3.74  -0.1392
P: 1.56 -0.40 -0.66  1.0134
C: -0.14 -0.32 -1.44  -0.5734
C: 2.60 -0.34 -2.19  -0.2349
C: 0.60 2.80 -2.33  -0.2679
H: -2.30 -1.86 -0.48  0.0501
H: -1.87 -3.55 -0.88  0.0577
H: -2.66 -2.51 -2.09  0.0791
H: -1.59 -1.98 -3.98  0.0727
H: -0.07 -2.91 -4.15  0.0745
H: -0.03 -1.11 -4.19  0.0707
H: 0.37 2.31 -3.28  -0.0276
H: 1.67 3.08 -2.34  -0.0284
H: 0.02 3.74 -2.28  -0.0144
H: -0.98 -0.11 -0.71  0.0140
H: -0.19 0.43 -2.27  0.0614
H: 3.10 0.64 -2.21  0.0513
H: 2.04 -0.45 -3.13  0.0470
H: 3.37 -1.11 -2.14  0.0508
C: -5.00 2.17 0.50  -0.0926
C: -4.28 3.04 -0.32  -0.0749
C: -2.97 2.71 -0.74  -0.1417
C: -2.39 1.55 -0.26  -0.2708
C: -3.10 0.65 0.52  -0.1877
C: -4.43 0.96 0.89  -0.0966
H: -6.01 2.42 0.82  0.1070
H: -4.73 3.99 -0.64  0.1071
H: -2.44 3.38 -1.42  0.0853
H: -2.65 -0.28 0.89  0.0680
H: -5.00 0.24 1.49  0.1041

[2]
Here is a structure of composition C29H46P2Zr from the Open Molecules 2025 dataset. Energies are from the ωB97M-V functional and the def2-TZVPD basis.

- E_LUMO (alpha / beta) (eV) = -7.17 / -7.17
- energy relative to the best compared isomer or geometry (same formula, charge and spin) (kJ/mol) = 55.25
- multiplicity = 1
- electronic energy (eV) = -50659.350
- charge = +2
- orbital gap (alpha / beta) (eV) = 5.936 / 5.940

Last column: Löwdin charge in e.
Cartesian coordinates (Å):
Zr: -0.76 -0.12 0.62  1.2000
C: -0.19 2.38 -1.20  -0.2048
C: -1.12 1.37 -1.61  -0.2976
C: -2.08 2.67 0.07  -0.2167
C: -0.78 3.16 -0.17  -0.2158
C: -2.28 1.46 -0.71  -0.3567
C: 1.10 2.71 -1.85  -0.0153
H: 1.17 2.29 -2.87  0.0901
H: 1.94 2.33 -1.26  0.0911
H: 1.24 3.80 -1.92  0.1004
C: -0.14 4.33 0.48  -0.0062
H: 0.47 4.91 -0.22  0.0900
H: 0.51 4.00 1.30  0.0934
H: -0.90 4.99 0.90  0.0776
C: -3.16 3.48 0.70  -0.0098
H: -2.77 4.46 1.00  0.0795
H: -3.55 2.99 1.60  0.0881
H: -4.00 3.68 0.02  0.1030
C: -3.64 0.94 -1.04  -0.0646
H: -4.29 1.78 -1.35  0.1009
H: -4.12 0.45 -0.18  0.0584
H: -3.62 0.23 -1.87  0.0773
C: -1.20 0.92 -3.03  -0.0240
H: -2.23 0.69 -3.33  0.0827
H: -0.58 0.05 -3.23  0.0516
H: -0.85 1.73 -3.69  0.1053
C: 4.12 0.01 -1.30  -0.1064
C: 4.33 0.26 -2.60  -0.1000
C: 3.76 -0.42 -3.81  -0.1622
C: 3.36 -1.93 -3.65  -0.1735
C: 1.92 -2.16 -3.38  -0.0927
C: 1.19 -1.58 -2.44  -0.1459
C: 1.71 -0.68 -1.37  -0.1976
C: 3.12 -1.01 -0.81  -0.1759
H: 4.52 -0.37 -4.62  0.1265
H: 4.04 -2.38 -2.91  0.1187
H: 2.88 0.12 -4.20  0.1215
H: 3.42 -2.04 -1.04  0.1167
H: 4.70 0.53 -0.53  0.1121
H: 5.05 1.04 -2.87  0.1143
H: 3.07 -0.97 0.29  0.0854
H: 1.70 0.37 -1.71  0.0862
H: 0.10 -1.72 -2.42  0.0928
H: 1.00 -0.70 -0.47  -0.0078
H: 3.57 -2.45 -4.60  0.1222
H: 1.48 -2.90 -4.04  0.1186
P: 0.09 -2.39 1.29  0.7571
C: 1.43 -2.97 2.34  -0.2079
C: -0.12 -3.85 0.19  -0.2191
P: -2.52 -1.40 1.61  0.6992
C: -1.39 -2.65 2.37  -0.4539
C: -3.23 -2.32 0.19  -0.2218
C: -3.80 -1.28 2.83  -0.2120
H: 1.30 -2.59 3.37  0.0661
H: 2.38 -2.61 1.93  0.0493
H: 1.41 -4.07 2.35  0.0722
H: -0.08 -4.75 0.82  0.0703
H: 0.70 -3.85 -0.53  0.0552
H: -1.07 -3.84 -0.36  0.0371
H: -3.46 -1.77 3.75  0.0672
H: -4.67 -1.83 2.44  0.0736
H: -4.05 -0.24 3.07  0.0635
H: -1.17 -2.43 3.43  0.0805
H: -1.81 -3.67 2.26  0.0834
H: -4.18 -1.82 -0.07  0.0580
H: -3.42 -3.36 0.50  0.0726
H: -2.58 -2.34 -0.71  0.0511
C: 0.67 1.47 4.61  -0.0354
C: -0.56 1.39 3.96  -0.0407
C: -0.58 0.95 2.62  -0.2640
C: 0.65 0.73 1.95  -0.2745
C: 1.86 1.01 2.56  -0.0797
C: 1.89 1.25 3.93  -0.0261
H: 0.70 1.66 5.68  0.1251
H: -1.53 1.63 4.41  0.1248
H: -1.64 0.96 2.18  0.0606
H: 2.74 0.98 1.91  0.1110
H: 2.83 1.30 4.47  0.1262

[3]
Here is a structure of composition C29H47Br2NO5S4SiTi from the Open Molecules 2025 dataset. Energies are from the ωB97M-V functional and the def2-TZVPD basis.

- E_LUMO (alpha / beta) (eV) = 0.14 / -1.16
- energy relative to the best compared isomer or geometry (same formula, charge and spin) (kJ/mol) = 0.00
- multiplicity = 3
- electronic energy (eV) = -256989.370
- charge = 0
- orbital gap (alpha / beta) (eV) = 6.576 / 6.375
- expectation value of S² = 2.0485

Last column: Löwdin charge in e.
Cartesian coordinates (Å):
Ti: 12.61 8.71 11.90  0.4364
C: 8.95 9.42 12.00  -0.1613
C: 9.80 10.93 13.83  -0.3980
S: 10.93 12.21 14.35  0.9220
C: 12.43 11.34 14.91  -0.5282
C: 13.62 11.33 13.99  -0.5072
S: 14.46 9.75 13.68  0.8657
C: 14.51 8.91 15.30  -0.4767
C: 13.48 7.80 15.34  -0.4746
S: 13.30 7.05 13.67  0.8399
C: 11.72 6.17 13.75  -0.5054
C: 11.22 5.78 12.34  -0.6479
S: 11.76 6.82 10.96  0.5511
H: 9.29 8.85 11.12  0.1350
H: 8.71 8.60 12.73  0.1353
H: 9.67 10.11 14.53  0.1002
H: 8.85 11.50 13.75  0.0830
H: 12.09 10.34 15.19  0.0534
H: 12.63 11.98 15.82  0.0805
H: 14.43 11.97 14.40  0.0816
H: 13.32 11.77 13.03  0.0691
H: 14.36 9.65 16.10  0.0937
H: 15.54 8.51 15.36  0.0820
H: 12.47 8.20 15.60  0.0889
H: 13.72 7.02 16.04  0.0770
H: 10.94 6.85 14.22  0.0943
H: 11.84 5.22 14.34  0.0890
H: 10.09 5.75 12.34  0.0736
H: 11.52 4.74 12.16  0.0541
Br: 6.08 9.28 11.77  0.8041
C: 7.71 10.20 11.72  -0.6538
C: 7.59 11.55 11.41  -0.2572
C: 8.61 12.38 11.01  -0.5521
Br: 7.88 14.12 10.56  0.7701
C: 9.94 11.98 10.66  -0.1798
C: 10.54 12.60 9.56  -0.0035
C: 11.75 12.04 9.12  -0.0309
C: 12.44 11.10 9.86  -0.0723
N: 11.86 10.50 10.92  0.0633
C: 10.63 10.95 11.33  -0.1288
C: 10.15 10.21 12.51  -0.5592
O: 11.06 9.20 12.85  -0.3269
H: 6.60 11.95 11.25  0.0614
H: 10.06 13.42 9.02  0.0877
H: 12.17 12.31 8.14  0.1152
H: 13.46 10.83 9.54  0.0945
C: 13.11 9.53 6.52  -0.0244
C: 13.64 8.08 6.64  -0.5712
C: 14.83 7.83 5.67  -0.0277
C: 12.57 7.02 6.38  -0.0379
O: 14.03 7.79 8.05  -0.1193
Si: 14.91 8.59 9.16  0.0539
O: 14.03 8.74 10.58  -0.4273
O: 15.26 10.11 8.63  -0.1487
C: 16.36 10.96 8.89  -0.6514
C: 16.75 10.99 10.38  -0.0191
C: 15.89 12.37 8.44  -0.0312
C: 17.53 10.53 8.03  -0.0357
O: 16.30 7.79 9.43  -0.1278
C: 16.67 6.37 9.60  -0.6178
C: 16.93 5.89 8.20  -0.0388
C: 17.98 6.41 10.40  -0.0306
C: 15.51 5.68 10.30  -0.0228
H: 12.96 9.68 5.42  0.0976
H: 13.88 10.23 6.86  0.0659
H: 12.19 9.75 7.02  0.0706
H: 14.39 7.92 4.66  0.0793
H: 15.24 6.80 5.77  0.0808
H: 15.66 8.56 5.75  0.0869
H: 12.45 6.95 5.27  0.0920
H: 11.66 7.26 6.96  0.0920
H: 12.92 6.04 6.78  0.0977
H: 16.09 11.61 10.98  0.0786
H: 17.79 11.39 10.38  0.0904
H: 16.83 9.99 10.85  0.0858
H: 15.12 12.77 9.14  0.0809
H: 15.46 12.38 7.40  0.0977
H: 16.72 13.08 8.53  0.0799
H: 17.88 9.53 8.35  0.0847
H: 18.34 11.25 8.21  0.0857
H: 17.28 10.58 6.95  0.0993
H: 17.67 6.53 7.70  0.0984
H: 16.03 5.88 7.59  0.0620
H: 17.37 4.84 8.29  0.1105
H: 18.70 7.13 9.94  0.0928
H: 18.46 5.40 10.41  0.0890
H: 17.77 6.67 11.47  0.0902
H: 14.63 5.71 9.63  0.0848
H: 15.32 6.17 11.26  0.0792
H: 15.82 4.66 10.47  0.0867

[4]
Here is a structure of composition C29H47Cl2N2PSTm from the Open Molecules 2025 dataset. Energies are from the ωB97M-V functional and the def2-TZVPD basis.

- E_LUMO (alpha / beta) (eV) = 1.97 / 1.98
- multiplicity = 3
- electronic energy (eV) = -108518.898
- charge = -1
- orbital gap (alpha / beta) (eV) = 3.595 / 3.191
- expectation value of S² = 2.0785

Last column: Löwdin charge in e.
Cartesian coordinates (Å):
P: -0.13 0.90 -2.73  1.1127
C: -1.77 0.36 -3.43  -0.4494
C: -2.30 1.10 -4.67  -0.2140
C: -3.75 0.66 -4.95  -0.2069
C: -3.91 -0.87 -5.06  -0.2143
C: -3.26 -1.63 -3.90  -0.1994
C: -1.82 -1.16 -3.63  -0.2172
C: 1.27 0.29 -3.80  -0.4557
C: 1.18 0.52 -5.31  -0.2134
C: 2.50 0.09 -5.97  -0.2099
C: 2.90 -1.35 -5.64  -0.2139
C: 2.84 -1.69 -4.14  -0.1984
C: 1.55 -1.20 -3.48  -0.2145
C: -0.06 2.75 -2.78  -0.4843
C: -1.21 3.33 -1.93  -0.2184
C: -1.16 4.86 -1.81  -0.2046
C: 0.21 5.41 -1.38  -0.2141
C: 1.38 4.78 -2.15  -0.2073
C: 1.30 3.25 -2.25  -0.2155
H: -2.44 0.60 -2.58  0.1123
H: -1.67 0.88 -5.54  0.1014
H: -2.27 2.18 -4.51  0.0933
H: -4.12 1.14 -5.86  0.1004
H: -4.39 1.01 -4.12  0.1109
H: -4.97 -1.12 -5.10  0.0999
H: -3.46 -1.20 -6.00  0.1069
H: -3.84 -1.48 -2.99  0.1148
H: -3.25 -2.71 -4.12  0.1083
H: -1.43 -1.68 -2.74  0.1056
H: -1.19 -1.45 -4.49  0.1002
H: 2.13 0.88 -3.43  0.0994
H: 3.30 0.76 -5.62  0.1079
H: 0.98 1.58 -5.51  0.1035
H: 0.34 -0.05 -5.74  0.1004
H: 2.43 0.21 -7.06  0.0997
H: 3.92 -1.54 -6.00  0.0990
H: 2.24 -2.04 -6.19  0.1075
H: 2.92 -2.77 -3.99  0.1110
H: 3.69 -1.22 -3.63  0.1104
H: 1.60 -1.35 -2.39  0.1069
H: 0.71 -1.81 -3.83  0.0944
H: -0.19 3.00 -3.85  0.1025
H: -2.18 3.04 -2.36  0.0986
H: -1.17 2.88 -0.93  0.0973
H: -1.42 5.29 -2.79  0.1064
H: -1.92 5.19 -1.10  0.1041
H: 0.35 5.24 -0.31  0.1099
H: 0.23 6.49 -1.52  0.0978
H: 2.33 5.05 -1.67  0.1033
H: 1.41 5.20 -3.17  0.1066
H: 2.12 2.89 -2.89  0.0957
H: 1.47 2.82 -1.25  0.1122
Tm: -0.23 -0.68 2.02  0.3455
Cl: 1.91 0.40 1.43  -0.1927
Cl: -2.10 0.83 1.45  -0.2127
C: -0.63 -2.23 0.39  -0.3163
H: -1.58 -2.23 -0.16  -0.0325
C: 0.21 -3.31 0.04  -0.4292
C: 1.66 -3.22 0.15  -0.1132
C: 2.46 -4.34 -0.02  -0.1517
C: 1.88 -5.58 -0.32  -0.1747
C: 0.49 -5.69 -0.53  -0.1521
C: -0.32 -4.57 -0.40  -0.1008
H: 2.08 -2.24 0.39  0.0423
H: 3.55 -4.24 0.07  0.0841
H: 0.06 -6.66 -0.79  0.0787
H: -1.40 -4.62 -0.59  0.0893
H: 2.51 -6.47 -0.42  0.0638
S: 0.39 -2.25 3.99  0.6235
C: 0.26 -0.66 4.61  -0.9150
N: -0.97 -0.02 4.59  -0.0612
C: -1.22 1.20 5.40  -0.1590
C: 0.01 2.08 5.51  -0.1580
C: 1.32 1.34 5.67  -0.1583
N: 1.33 0.04 4.99  0.0113
H: -1.75 -0.69 4.62  0.1319
H: -1.59 0.88 6.39  0.1221
H: -2.03 1.72 4.89  0.1170
H: -0.12 2.74 6.37  0.1185
H: 0.06 2.71 4.61  0.1242
H: 1.56 1.17 6.73  0.1190
H: 2.14 1.92 5.23  0.1247
H: 2.22 -0.46 4.91  0.1414